[1]
Entry from OMol25: a 2-piece molecular cluster, C3H10NOS overall at a distorted geometry (wB97M-V/def2-TZVPD).

## Properties
LUMO level = 3.61 eV
maximum force = 1.94 eV/A
gap between HOMO and LUMO = 6.5 eV
DFT total energy = -648.4958 Eh
HOMO = -0.104 Ha

```
! wB97M-V def2-TZVPD RIJCOSX def2/J DEFGRID3
* xyz -1 1
C 2.22192 -0.47218 -0.69345
N 1.48744 -0.46714 0.59722
C 0.00479 -0.34194 0.40401
C -0.55850 0.83971 1.19084
S -2.36742 0.92984 1.46114
H 2.04031 0.44434 -1.26197
H 3.25316 -0.64566 -0.37419
H 1.88069 -1.32753 -1.28582
H 1.63776 0.49737 0.89864
H -0.56189 -1.25521 0.59224
H -0.17423 -0.22479 -0.68714
H -0.13814 0.59141 2.18610
H -0.16105 1.78400 0.80167
H -2.44661 -0.58364 -1.75275
H -2.88875 0.33935 -0.63582
O -3.22948 -0.10793 -1.44072
*
```

[2]
Entry from OMol25: C55H54N3O7P2PdSSi as an isolated structure at a distorted geometry (wB97M-V/def2-TZVPD).

## Properties
LUMO level = 2.21 eV
maximum force = 1.24 eV/A
gap between HOMO and LUMO = 6.9 eV
DFT total energy = -4317.7166 Eh
HOMO = -0.172 Ha

```
! wB97M-V def2-TZVPD RIJCOSX def2/J DEFGRID3
* xyz -1 1
Pd -0.86226 0.63367 0.18156
C 2.33764 2.22597 0.23603
Si 1.36357 0.65108 0.48518
C 2.12889 -0.50310 -0.81844
C 3.51372 -0.69983 -0.83267
C 4.16647 -1.18147 -1.95733
C 3.43281 -1.49894 -3.09139
C 2.05312 -1.37696 -3.07800
C 1.39611 -0.88295 -1.95295
P -0.40087 -0.52824 -1.94368
C -1.18220 -2.08136 -1.32986
C -0.55077 -3.30565 -1.16158
C -1.25373 -4.38879 -0.64980
C -2.58930 -4.25777 -0.30066
C -3.23138 -3.04152 -0.47820
C -2.52875 -1.96561 -0.99131
C -0.90558 -0.70411 -3.71923
C -1.30939 -1.91778 -4.27460
C -1.65835 -2.00015 -5.61551
C -1.62375 -0.87145 -6.42242
C -1.23463 0.34316 -5.87798
C -0.88019 0.42612 -4.53821
C 1.55919 0.27118 2.33326
C 2.75692 -0.20453 2.88369
C 2.94552 -0.26002 4.25463
C 1.94067 0.18851 5.11001
C 0.75001 0.65452 4.58741
C 0.54707 0.67538 3.20773
P -0.94177 1.38709 2.40846
C -1.18641 2.90133 3.39655
C -2.39969 3.25235 3.97176
C -2.51957 4.43443 4.69578
C -1.43737 5.28739 4.82812
C -0.22452 4.95675 4.23253
C -0.10356 3.77573 3.52393
C -2.66027 0.70191 2.32407
C -3.29053 1.03774 1.11776
C -4.58955 0.61599 0.84945
C -5.26468 -0.15952 1.77434
C -4.64866 -0.48596 2.98126
C -3.36326 -0.05623 3.26120
H 3.40089 2.00574 0.37642
H 2.04584 2.99530 0.95429
H 2.19851 2.60995 -0.77617
H 4.10522 -0.41780 0.03177
H 5.24611 -1.27642 -1.95918
H 3.93548 -1.82693 -3.99341
H 1.48905 -1.64261 -3.96399
H 0.49848 -3.41136 -1.42230
H -0.75465 -5.33139 -0.48917
H -3.12352 -5.10122 0.11944
H -4.27004 -2.92218 -0.19452
H -3.03258 -1.01395 -1.12654
H -1.35054 -2.81076 -3.66539
H -1.96179 -2.95506 -6.02681
H -1.89926 -0.93991 -7.46770
H -1.20419 1.23189 -6.49608
H -0.55551 1.36933 -4.12000
H 3.55376 -0.53921 2.22816
H 3.87520 -0.64071 4.66017
H 2.08820 0.16935 6.18284
H -0.03752 0.98724 5.25264
H -3.25915 2.60531 3.86189
H -3.46813 4.68623 5.15351
H -1.53358 6.20648 5.39275
H 0.62372 5.62471 4.31637
H 0.84263 3.51961 3.05991
H -2.80935 1.74249 0.43409
H -5.06206 0.90158 -0.08236
H -6.27171 -0.50154 1.56789
H -5.17486 -1.09209 3.70866
H -2.88656 -0.33298 4.18775
C 4.39563 -5.72362 -4.12908
C 3.89616 -5.64676 -2.71087
C 4.47310 -4.75930 -1.80653
C 4.00728 -4.65449 -0.50820
C 2.96352 -5.47323 -0.10036
C 2.40213 -6.39729 -0.96822
C 2.86429 -6.46932 -2.27326
S 2.41029 -5.43001 1.57031
O 1.24748 -6.27883 1.67014
O 3.52567 -5.74702 2.42490
N 2.07977 -3.83850 1.79991
C 1.48555 -3.59618 3.14643
C -0.04143 -3.56420 3.16238
C -0.53264 -2.17616 2.72522
O -0.92888 -1.44911 3.66080
O -0.43815 -1.84208 1.51050
H 4.74688 -4.75039 -4.47206
H 3.60794 -6.06018 -4.80274
H 5.22787 -6.42662 -4.21109
H 5.29764 -4.13546 -2.12688
H 4.44816 -3.95547 0.19027
H 1.61677 -7.04854 -0.61175
H 2.41520 -7.17634 -2.96125
H 1.48847 -3.42889 1.07276
H 1.86677 -2.64002 3.50486
H 1.87830 -4.37744 3.79770
H -0.38461 -3.70704 4.18551
H -0.43274 -4.36075 2.52709
C 0.63084 6.05928 0.44715
C -0.79556 6.42252 0.04631
C -1.39455 5.46877 -1.00210
C -2.85861 5.85672 -1.27231
C -3.55463 4.94020 -2.27399
C -0.62021 5.62522 -2.29073
O -0.54714 6.68238 -2.89447
N 0.00185 4.50282 -2.73589
C -0.04509 3.21212 -2.14599
O 0.62281 2.35270 -2.72220
N -0.76055 3.00180 -1.03208
C -1.37810 4.04095 -0.42255
O -1.99534 3.89237 0.63131
H 1.01492 6.76167 1.18876
H 1.30694 6.07855 -0.41130
H 0.66651 5.05838 0.88336
H -0.82566 7.43244 -0.36797
H -1.44412 6.38102 0.92236
H -2.86717 6.88497 -1.63965
H -3.37806 5.82110 -0.31421
H -3.07278 4.98310 -3.25381
H -4.59794 5.23176 -2.40375
H -3.53771 3.90202 -1.93428
H 0.54411 4.57294 -3.58432
*
```

[3]
Entry from OMol25: a single C4H8O2 molecule at a distorted geometry (wB97M-V/def2-TZVPD).

## Properties
LUMO level = 0.82 eV
maximum force = 2.13 eV/A
gap between HOMO and LUMO = 8.5 eV
DFT total energy = -307.5803 Eh
SMILES = CO/C(C)=C/O
HOMO = -0.283 Ha

```
! wB97M-V def2-TZVPD RIJCOSX def2/J DEFGRID3
* xyz 0 1
C 1.36876 -0.95023 -1.22491
O -0.15828 -1.08231 -0.81636
C -0.49419 -0.13168 0.10386
C -1.91445 0.26025 0.42136
C 0.56679 0.34193 0.76708
O 0.62049 1.52314 1.45681
H 1.46136 -1.94887 -1.60810
H 2.29022 -0.76196 -0.60423
H 1.36020 -0.15800 -1.97535
H -2.50545 -0.61925 0.71666
H -2.44817 0.75482 -0.39296
H -1.88181 0.93621 1.28856
H 1.32142 -0.38424 1.04361
H 0.41314 2.22018 0.82395
*
```

[4]
Entry from OMol25: C19H28GeIrN4O4S3 as an isolated structure (wB97M-V/def2-TZVPD).

## Properties
LUMO level (alpha / beta) = -8.09 / -8.61 eV
maximum force = 0.80 eV/A
gap between HOMO and LUMO (alpha / beta) = 6.7 / 6.2 eV
DFT total energy = -4635.9690 Eh
HOMO (alpha / beta) = -0.544 / -0.545 Ha

```
! wB97M-V def2-TZVPD RIJCOSX def2/J DEFGRID3
* xyz 2 2
Ir 1.21208 -0.80577 -0.35351
O 0.32241 -4.52685 -2.25847
C 0.35316 -3.45561 -1.53340
O 1.38628 -2.83426 -1.25702
C -0.92001 -2.96850 -0.98078
C -2.11406 -3.64456 -0.94259
C -3.15090 -3.08043 -0.19304
C -2.93623 -1.90361 0.49925
C -1.69906 -1.27913 0.38798
N -0.74051 -1.79118 -0.36124
C -1.23603 -0.01854 1.08455
O -1.79270 0.14477 2.33936
O 0.18921 -0.22521 1.28080
H 1.21016 -4.78399 -2.56802
H -2.22177 -4.59788 -1.44076
H -4.10226 -3.59048 -0.12149
H -3.69853 -1.45976 1.12513
H -1.36039 -0.44129 2.97567
C 3.75362 -0.73719 2.31814
C 4.44606 -1.05354 0.99512
S 3.47890 -1.03147 -0.56374
C 3.95262 0.50389 -1.38888
C 3.48182 1.67268 -0.56637
S 1.69103 1.47638 -0.20844
C 1.65208 2.25239 1.45258
C 2.07658 1.48089 2.69631
S 3.82401 1.01549 2.80753
H 4.26632 -1.30994 3.08967
H 2.71365 -1.06434 2.31510
H 4.83568 -2.07221 1.00430
H 5.28112 -0.37860 0.80235
H 3.44861 0.45543 -2.35188
H 5.02764 0.51025 -1.57239
H 3.60426 2.61118 -1.10977
H 3.99549 1.73890 0.39022
H 0.62514 2.59528 1.56715
H 2.28194 3.13002 1.28501
H 1.48837 0.57955 2.79471
H 1.84991 2.11121 3.55659
N 3.16492 -2.23792 -5.90389
C 2.32466 -1.98934 -5.15789
N 1.34603 -1.69836 -4.30484
C 1.30522 -1.03622 -3.28127
N 1.13124 -0.34878 -2.30482
C -4.19016 1.69822 -1.43201
Ge -3.42891 2.00252 0.33431
C -4.61021 1.28308 1.69853
C -3.04978 3.87571 0.69145
C -1.58344 1.18140 0.20983
H -5.15389 2.19673 -1.53310
H -4.34785 0.62953 -1.59301
H -3.53298 2.07333 -2.21748
H -5.52560 1.87527 1.66411
H -4.17980 1.36227 2.69402
H -4.87972 0.24299 1.51482
H -3.96672 4.46449 0.67845
H -2.37287 4.29324 -0.05511
H -2.59874 3.98078 1.67978
H -1.42280 0.93293 -0.84254
H -0.90429 1.99415 0.46492
*
```

[5]
Entry from OMol25: a 13-piece molecular cluster, C52H90O20 overall at a distorted geometry (wB97M-V/def2-TZVPD).

## Properties
LUMO level = -0.18 eV
maximum force = 3.14 eV/A
gap between HOMO and LUMO = 9.2 eV
DFT total energy = -3540.1162 Eh
HOMO = -0.344 Ha

```
! wB97M-V def2-TZVPD RIJCOSX def2/J DEFGRID3
* xyz 0 1
C -0.00016 3.76576 3.21459
C -0.13459 4.16103 4.70613
C 1.20152 4.88518 4.96606
O 2.10081 4.41137 3.95374
C 1.35090 4.24481 2.74695
H -0.79281 4.39666 2.78485
H -0.29104 2.77679 2.86961
H -0.21892 3.21131 5.23693
H -0.99638 4.79665 4.88607
H 1.63358 4.65800 5.94007
H 1.12030 5.97634 4.94219
H 1.81546 3.38643 2.25857
H 1.33018 5.14403 2.12957
C -5.72051 -2.94653 2.08124
C -4.33680 -3.06946 2.76925
C -3.37523 -3.08294 1.58021
O -4.00646 -2.26305 0.60685
C -5.38829 -2.60039 0.62552
H -6.24843 -2.09486 2.50974
H -6.28280 -3.86984 2.19624
H -4.22286 -3.92652 3.42970
H -4.16528 -2.17913 3.37210
H -3.20462 -4.06151 1.11954
H -2.38632 -2.69650 1.83322
H -5.65635 -3.45107 -0.01645
H -5.88310 -1.72061 0.21405
C 0.95502 -0.54135 -0.20181
C -0.44320 -0.65368 0.39226
C -0.92622 0.79732 0.25646
O 0.24216 1.60910 0.39074
C 1.38676 0.78542 0.44583
H 0.96812 -0.56180 -1.29072
H 1.62962 -1.31846 0.17179
H -0.41839 -0.95627 1.44100
H -1.05625 -1.32403 -0.21281
H -1.70986 1.08566 0.95678
H -1.31972 0.87978 -0.75798
H 1.72149 0.54756 1.46372
H 2.21029 1.30202 -0.05485
C -0.26158 4.65946 -0.67331
C -0.79873 5.70898 -1.67799
C -0.02828 5.43332 -2.97324
O 1.08607 4.65295 -2.55309
C 1.19538 4.66685 -1.14150
H -0.69741 3.69077 -0.92121
H -0.42700 4.87199 0.37930
H -0.60537 6.71043 -1.28738
H -1.87344 5.66783 -1.87148
H 0.24258 6.37879 -3.44815
H -0.58451 4.80212 -3.66783
H 1.78759 5.51842 -0.79418
H 1.69345 3.73511 -0.87472
C -3.37725 -3.82149 -2.97378
C -3.13854 -5.32346 -2.93687
C -1.97704 -5.42205 -1.95064
O -1.21380 -4.21707 -2.16100
C -1.95783 -3.28444 -2.96738
H -4.00574 -3.46739 -2.15511
H -3.94148 -3.59934 -3.88236
H -2.87179 -5.70126 -3.92495
H -4.03527 -5.84410 -2.59854
H -1.33300 -6.29146 -2.07001
H -2.36064 -5.35966 -0.92784
H -1.50846 -3.32860 -3.96452
H -1.88803 -2.27324 -2.56961
C -3.02202 1.99474 3.83989
C -3.79142 2.77476 4.90673
C -5.26869 2.58040 4.48903
O -5.27160 1.60694 3.46206
C -4.01514 0.93381 3.44034
H -2.03475 1.64240 4.12630
H -2.93960 2.67656 2.98369
H -3.55507 3.81612 5.10992
H -3.60489 2.22243 5.83557
H -5.71682 3.54834 4.24082
H -5.91823 2.24939 5.30862
H -3.84591 0.51999 2.44527
H -4.06948 0.08973 4.13890
O -1.85250 2.24002 -5.23725
C -0.72454 2.05307 -4.86910
O 0.36013 2.54188 -5.46012
C 1.54214 1.96924 -4.89786
C 1.17047 1.50332 -3.47887
C -0.33455 1.21994 -3.64275
H 2.37049 2.67190 -4.93266
H 1.85492 1.08698 -5.46447
H 1.26220 2.30957 -2.75646
H 1.79579 0.63697 -3.26501
H -0.89422 1.60768 -2.79296
H -0.58990 0.17413 -3.81072
O -1.98406 -1.79740 4.98530
C -0.83797 -1.47526 4.92767
O -0.43322 -0.19435 4.91456
C 0.97168 -0.06644 4.66890
C 1.45912 -1.45805 4.20020
C 0.34260 -2.38390 4.66807
H 1.43475 0.27716 5.59154
H 1.16369 0.63601 3.86053
H 2.44730 -1.79821 4.50992
H 1.57006 -1.53911 3.11419
H 0.56994 -2.95420 5.57056
H 0.03999 -3.11292 3.91876
O 4.29078 -0.16982 -2.98860
C 3.84287 -1.26191 -3.23481
O 4.08224 -1.90749 -4.37712
C 3.47050 -3.23385 -4.30944
C 2.32384 -3.05097 -3.32453
C 2.96357 -2.10666 -2.32804
H 4.27742 -3.88092 -3.95898
H 3.16725 -3.49804 -5.31948
H 2.03852 -4.01363 -2.89661
H 1.42281 -2.66988 -3.80222
H 3.53850 -2.58082 -1.53048
H 2.26302 -1.46027 -1.80179
O -1.51118 -5.78796 1.61836
C -0.42283 -5.46832 1.24086
O 0.29513 -6.19914 0.36838
C 1.36198 -5.42724 -0.21065
C 1.21481 -4.00746 0.35632
C 0.28251 -4.19260 1.56020
H 1.30967 -5.44700 -1.29692
H 2.31780 -5.86695 0.07673
H 0.73431 -3.26188 -0.28040
H 2.16012 -3.52049 0.60793
H -0.45099 -3.38821 1.56325
H 0.85136 -4.18152 2.48822
O -3.46157 -0.88160 -4.72982
C -3.81719 -0.11183 -3.89330
O -3.18744 -0.04179 -2.68880
C -3.75640 0.99066 -1.89366
C -4.63310 1.83489 -2.81495
C -4.96889 0.87040 -3.95391
H -2.94008 1.60034 -1.51701
H -4.39341 0.60596 -1.09515
H -4.12651 2.69910 -3.24800
H -5.52164 2.24373 -2.33382
H -4.94468 1.31824 -4.94387
H -5.89039 0.29728 -3.84210
O 4.11190 0.38997 3.23570
C 4.67994 -0.30131 2.43374
O 4.05712 -0.68715 1.30523
C 4.96080 -1.39260 0.42243
C 6.35633 -1.15850 0.99673
C 6.11712 -0.79638 2.45610
H 4.85509 -0.96122 -0.57313
H 4.68655 -2.44260 0.31843
H 6.95380 -0.43553 0.43891
H 6.98512 -2.04839 0.90443
H 6.77301 0.00305 2.79173
H 6.26913 -1.66643 3.09179
O 4.35700 3.74150 -4.33410
C 4.81362 3.09701 -3.43693
O 5.95212 2.38859 -3.53179
C 6.28913 1.72946 -2.32077
C 4.97575 1.69136 -1.52536
C 4.25978 2.94697 -2.02113
H 7.01025 2.34248 -1.77081
H 6.69247 0.73256 -2.47304
H 5.12867 1.69035 -0.44646
H 4.44602 0.79188 -1.85098
H 4.64506 3.80289 -1.46048
H 3.18931 2.82935 -1.93470
*
```

[6]
Entry from OMol25: a single C22H30N6S molecule at a distorted geometry (wB97M-V/def2-TZVPD).

## Properties
LUMO level = 0.59 eV
maximum force = 1.38 eV/A
gap between HOMO and LUMO = 9.3 eV
DFT total energy = -1583.0042 Eh
SMILES = CCC(C)(C)n1nnnc1[C@H](c1cccs1)N1CCN(Cc2ccccc2)CC1
HOMO = -0.319 Ha

```
! wB97M-V def2-TZVPD RIJCOSX def2/J DEFGRID3
* xyz 0 1
C -3.76288 2.03941 0.92394
C -2.37313 2.37312 0.39695
C -1.51957 3.23721 1.34367
C -2.12113 4.63039 1.53294
C -1.33072 2.56944 2.70699
N -0.22757 3.41758 0.68646
N 0.04488 4.56332 0.05564
N 1.18056 4.46019 -0.48880
N 1.70635 3.26908 -0.25770
C 0.84088 2.60249 0.47186
C 1.04762 1.20056 0.93793
C 2.47744 0.76757 0.78708
C 3.12007 -0.12345 1.59657
C 4.42781 -0.42306 1.16048
C 4.75000 0.23738 0.01936
S 3.47843 1.25221 -0.53464
N 0.08362 0.33146 0.24801
C -0.03676 -0.98782 0.84040
C -1.20573 -1.71704 0.18729
N -0.96203 -1.85228 -1.23438
C -1.97605 -2.66344 -1.88362
C -1.88999 -4.09740 -1.43511
C -0.64823 -4.71480 -1.34135
C -0.54944 -6.03414 -0.94086
C -1.69226 -6.75555 -0.63570
C -2.93213 -6.14842 -0.72891
C -3.02954 -4.82456 -1.12299
C -0.82598 -0.53980 -1.83189
C 0.34024 0.19225 -1.17726
H -3.70683 1.48531 1.85710
H -4.28459 1.42195 0.19609
H -4.35405 2.93694 1.08441
H -2.46765 2.90441 -0.55378
H -1.82279 1.44623 0.21589
H -2.27280 5.11555 0.57334
H -1.45131 5.25064 2.12337
H -3.07245 4.55578 2.05078
H -0.47088 2.99331 3.22268
H -1.19795 1.49630 2.60476
H -2.20941 2.74587 3.32101
H 0.80438 1.14347 2.00593
H 2.67790 -0.54484 2.48311
H 5.08903 -1.09620 1.67623
H 5.67166 0.20408 -0.52674
H -0.22502 -0.88172 1.91233
H 0.87927 -1.58270 0.70017
H -1.30281 -2.71395 0.62261
H -2.13914 -1.15608 0.38345
H -1.79002 -2.62075 -2.96253
H -2.99411 -2.27165 -1.70299
H 0.23538 -4.14197 -1.57763
H 0.42070 -6.50395 -0.86849
H -1.61617 -7.78735 -0.32558
H -3.82690 -6.70526 -0.49138
H -4.00063 -4.35392 -1.19086
H -0.61959 -0.65666 -2.89825
H -1.74961 0.05717 -1.71887
H 0.45435 1.18447 -1.61857
H 1.25943 -0.38262 -1.36555
*
```

Q: What is the formula in the fifth record?
A: C52H90O20

Q: Number 5 is which compound?
A: C52H90O20

Q: The lowest maximum force belongs to which entry?
A: C19H28GeIrN4O4S3